No. 1
This record from OMol25 describes a gas-phase ion, C6H11O (charge -2) at a distorted geometry. The level of theory is ωB97M-V with the def2-TZVPD basis set.

expectation value of S²	0.754
total charge	-2
frontier orbital gap (spin up / spin down)	2.262 / 6.432	eV
multiplicity	2
lowest unoccupied orbital energy (spin up / spin down)	6.5 / 6.9	eV

Atoms and positions in Å:
1 C -2.21 1.53 -0.38
2 O -3.55 1.41 -0.41
3 C -1.40 0.31 0.15
4 C 0.08 0.35 -0.29
5 C 1.03 -0.66 0.27
6 C 0.88 -1.35 1.47
7 C 2.20 -0.96 -0.61
8 H -1.84 2.40 0.24
9 H -1.77 1.72 -1.40
10 H -1.83 -0.59 -0.29
11 H -1.42 0.24 1.24
12 H 0.42 1.40 -0.16
13 H 0.05 0.27 -1.39
14 H 1.78 -1.71 2.00
15 H 0.01 -1.16 2.09
16 H 2.02 -1.83 -1.28
17 H 3.08 -1.25 0.00
18 H 2.48 -0.12 -1.25

No. 2
This record from OMol25 describes a molecular structure, C10H16Br2FKNO at a distorted geometry. The level of theory is ωB97M-V with the def2-TZVPD basis set.

total charge	+1
frontier orbital gap	9.344	eV
lowest unoccupied orbital energy	-3.4	eV

Atoms and positions in Å:
1 C 3.43 -0.87 -0.47
2 C 2.69 -0.94 0.92
3 Br 3.13 0.59 2.11
4 C 1.16 -1.21 0.80
5 Br 0.49 -1.64 2.60
6 C 0.36 -0.07 0.07
7 N 1.15 1.14 -0.33
8 C 0.33 2.27 -0.63
9 O 0.63 3.38 -1.10
10 C -1.11 1.79 -0.25
11 C -0.86 0.60 0.76
12 C -2.17 -0.22 0.98
13 C -3.02 -0.49 -0.30
14 C -2.30 -1.37 -1.36
15 F -1.51 -2.32 -0.73
16 H 4.37 -1.45 -0.47
17 H 3.73 0.19 -0.60
18 H 2.77 -1.14 -1.32
19 H 3.11 -1.83 1.44
20 H 1.03 -2.13 0.20
21 H 0.16 -0.52 -0.92
22 H 1.49 0.90 -1.27
23 H -1.76 2.51 0.28
24 H -1.52 1.51 -1.25
25 H -0.55 1.11 1.69
26 H -2.03 -1.18 1.50
27 H -2.81 0.40 1.65
28 H -3.38 0.45 -0.78
29 H -3.95 -1.03 -0.01
30 H -3.01 -1.84 -2.06
31 H -1.67 -0.69 -1.98
32 K 1.62 4.09 0.83